ORCA calculation (ωB97M-V with the def2-TZVPD basis set) on 2 unconnected molecules or ions with the total composition C3H9N2 at a distorted geometry.

## Properties
**Orbital gap**: 8.17 eV
**Net charge**: +1
**Spin multiplicity**: 1
**Relative energy (zero: lowest compared OMol25 entry of this formula, charge and spin)**: 2.930 eV

CARTESIAN COORDINATES (ANGSTROEM)
C (-1.3739, 0.6924, 1.6833)
C (0.0227, 2.0940, 0.2146)
N (-0.2202, 0.9577, 0.7677)
H (-0.9145, 0.2039, 2.5572)
H (-1.9481, -0.0653, 1.1445)
H (-1.9457, 1.6112, 1.9230)
H (-0.6689, 2.9603, 0.3096)
H (0.9314, 2.1980, -0.4173)
H (0.4155, 0.2198, 0.3983)
C (0.9855, -1.4132, -1.1160)
N (0.6648, -2.4013, -1.8359)
H (0.5545, -0.4167, -1.3356)
H (1.7463, -1.5105, -0.3391)
H (0.9112, -3.3349, -1.4550)


ORCA calculation (ωB97M-V with the def2-TZVPD basis set) on 8 unconnected molecules or ions with the total composition C33H51IN4O26P at a distorted geometry.

## Properties
**Orbital gap**: 6.07 eV
**Net charge**: -1
**Spin multiplicity**: 1

CARTESIAN COORDINATES (ANGSTROEM)
C (-6.3183, -3.5278, 1.4306)
C (-4.8390, -3.0207, 1.1525)
C (-4.7872, -1.4671, 1.0884)
I (-5.7925, -0.8212, -0.7605)
C (-3.3325, -0.8376, 1.0428)
N (-3.3627, 0.4511, 0.2105)
C (-3.6203, 1.3575, 0.9797)
O (-4.1810, 2.1366, 1.5916)
O (-2.7773, -0.3596, 2.2715)
P (-1.8822, -1.7299, 2.9866)
N (-1.3651, -3.1298, 3.9768)
N (-2.2211, -0.8396, 4.5576)
C (-0.1897, -0.8816, 2.8380)
C (1.0107, -1.6449, 3.4995)
C (1.5044, -2.8823, 2.7271)
O (2.2055, -3.6655, 3.2918)
O (1.1580, -3.1422, 1.4186)
O (-1.7383, -2.5676, 1.4634)
C (-2.1270, -1.6843, 0.4274)
C (-2.3192, -2.2551, -1.0152)
C (-1.3387, -3.4007, -1.3922)
C (0.1454, -3.1412, -1.7552)
N (-1.7890, -4.5874, -1.4382)
H (-6.3861, -4.5780, 1.0496)
H (-6.5766, -3.5235, 2.5094)
H (-7.0649, -2.9398, 0.8484)
H (-4.5433, -3.5205, 0.2007)
H (-4.2137, -3.4694, 1.9471)
H (-5.2921, -1.0559, 1.9932)
H (-3.2263, -2.2517, 3.2091)
H (-2.1550, -3.7627, 4.0430)
H (-1.1132, -2.8712, 4.9245)
H (-1.3579, -0.6805, 5.0821)
H (-2.5241, 0.1024, 4.2930)
H (0.1197, -0.6512, 1.7868)
H (-0.2549, 0.1124, 3.3446)
H (0.8167, -1.8586, 4.5731)
H (1.8744, -0.9254, 3.5082)
H (0.8646, -4.0679, 1.4171)
H (-1.3741, -0.8671, 0.2631)
H (-3.3503, -2.5869, -1.2579)
H (-2.1042, -1.4051, -1.7161)
H (0.6293, -4.1095, -1.9974)
H (0.1500, -2.5347, -2.6994)
H (0.6754, -2.5434, -0.9871)
H (-2.7865, -4.5791, -1.1990)
C (-5.1064, 2.6149, 6.7079)
C (-4.3103, 3.3755, 5.6803)
O (-2.9714, 2.9824, 5.9638)
C (-3.0260, 1.7765, 6.5977)
O (-2.0871, 1.0957, 6.8187)
O (-4.3072, 1.4601, 6.9370)
H (-6.0961, 2.3361, 6.3486)
H (-5.2113, 3.1646, 7.6478)
H (-4.5563, 3.0805, 4.6569)
H (-4.4266, 4.4546, 5.7751)
C (2.9524, 1.5970, 1.1584)
C (1.7722, 0.6704, 1.1124)
O (1.8823, -0.0420, 2.3494)
C (2.5932, 0.7332, 3.2038)
O (2.7252, 0.5113, 4.3643)
O (3.1378, 1.8045, 2.5616)
H (2.7591, 2.5416, 0.6473)
H (3.8522, 1.1542, 0.7489)
H (0.8200, 1.2054, 1.0953)
H (1.8090, -0.0057, 0.2713)
C (0.4048, 1.2630, -4.4765)
C (-0.7749, 0.3304, -4.4899)
O (-0.6504, -0.3602, -3.2493)
C (0.0683, 0.4216, -2.4132)
O (0.2059, 0.2044, -1.2538)
O (0.6084, 1.4897, -3.0771)
H (0.2070, 2.1981, -5.0000)
H (1.3056, 0.8065, -4.8950)
H (-1.7271, 0.8635, -4.5012)
H (-0.7510, -0.3634, -5.3205)
C (7.1593, -0.6736, -0.3959)
C (6.7366, -2.0995, -0.6258)
O (5.3381, -2.0633, -0.3464)
C (4.9241, -0.7878, -0.5293)
O (3.7873, -0.4375, -0.5415)
O (5.9717, 0.0573, -0.6996)
H (7.9791, -0.3701, -1.0443)
H (7.4376, -0.4787, 0.6426)
H (6.8811, -2.4174, -1.6611)
H (7.2472, -2.7994, 0.0334)
C (6.0843, 3.1345, -3.7739)
C (6.5664, 2.6492, -2.4415)
O (7.3768, 1.5269, -2.7848)
C (7.7890, 1.7019, -4.0704)
O (8.6105, 1.0304, -4.6069)
O (7.1408, 2.7407, -4.6571)
H (5.9366, 4.2104, -3.7969)
H (5.1599, 2.6429, -4.0894)
H (7.1847, 3.3867, -1.9250)
H (5.7497, 2.3510, -1.7864)
C (2.4801, 4.6915, -2.2218)
C (2.5259, 5.9572, -1.4100)
O (3.9243, 6.1323, -1.1776)
C (4.5861, 5.4753, -2.1604)
O (5.7596, 5.5584, -2.3533)
O (3.7400, 4.7084, -2.8968)
H (1.6570, 4.6787, -2.9336)
H (2.4241, 3.7948, -1.6007)
H (2.1486, 6.8226, -1.9600)
H (1.9830, 5.8715, -0.4706)
C (-5.3589, -2.0546, -4.8387)
C (-5.0525, -0.6042, -4.5977)
O (-3.6323, -0.5610, -4.7109)
C (-3.2520, -1.6198, -5.4701)
O (-2.1487, -1.7809, -5.8811)
O (-4.2868, -2.4656, -5.6916)
H (-6.3221, -2.2022, -5.3246)
H (-5.3286, -2.6489, -3.9224)
H (-5.4943, 0.0432, -5.3599)
H (-5.3643, -0.2575, -3.6171)


ORCA calculation (ωB97M-V with the def2-TZVPD basis set) on 5 unconnected molecules or ions with the total composition C17H26F12NO8S at a distorted geometry.

## Properties
**Orbital gap**: 8.83 eV
**Net charge**: +1
**Spin multiplicity**: 1

CARTESIAN COORDINATES (ANGSTROEM)
N (3.4780, 2.8719, -3.1851)
C (2.3677, 3.1510, -4.0651)
S (3.0860, 3.6559, -5.7339)
H (3.4532, 1.9423, -2.7940)
H (3.6116, 3.5853, -2.4856)
H (1.7477, 2.2592, -4.2419)
H (1.7489, 3.9995, -3.7389)
H (3.4804, 2.5293, -6.4070)
H (4.2111, 4.4102, -5.5039)
C (-0.0176, 1.9047, 2.2168)
C (1.3663, 1.9078, 1.6022)
O (1.5993, 0.7065, 0.8390)
C (1.0733, 0.6812, -0.3747)
O (0.4399, 1.5630, -0.8724)
C (1.4335, -0.6271, -1.0675)
F (1.2475, -1.6776, -0.2819)
F (2.7251, -0.6351, -1.4434)
F (0.7104, -0.8269, -2.1635)
H (-0.1684, 1.0043, 2.8141)
H (-0.1547, 2.7751, 2.8523)
H (-0.7915, 1.9144, 1.4486)
H (2.1207, 1.9193, 2.3872)
H (1.5307, 2.7898, 0.9815)
C (-4.2214, -1.0969, 6.6054)
C (-2.8300, -0.5384, 6.3970)
O (-2.8351, 0.4712, 5.3713)
C (-3.2549, 1.6755, 5.7510)
O (-3.6074, 1.9646, 6.8489)
C (-3.1748, 2.6485, 4.5805)
F (-3.6810, 2.1297, 3.4621)
F (-1.9045, 2.9834, 4.3152)
F (-3.8344, 3.7701, 4.8200)
H (-4.6251, -1.4596, 5.6604)
H (-4.2041, -1.9166, 7.3238)
H (-4.9029, -0.3303, 6.9749)
H (-2.1626, -1.3248, 6.0462)
H (-2.4077, -0.1422, 7.3211)
C (-3.3670, -1.7352, -0.0002)
C (-4.8607, -1.9853, -0.0496)
O (-5.4115, -2.0777, 1.2726)
C (-5.6334, -0.9180, 1.8856)
O (-5.4118, 0.1555, 1.4221)
C (-6.2553, -1.1627, 3.2558)
F (-5.6137, -2.1241, 3.9289)
F (-7.5275, -1.5388, 3.1476)
F (-6.2329, -0.0732, 4.0116)
H (-2.8715, -2.5007, 0.5993)
H (-2.9444, -1.7457, -1.0054)
H (-3.1437, -0.7711, 0.4584)
H (-5.0610, -2.9422, -0.5291)
H (-5.3800, -1.2184, -0.6249)
C (3.9813, -1.0931, -4.0861)
C (4.4839, -2.5218, -4.0912)
O (5.2511, -2.7916, -5.2724)
C (6.5074, -2.3506, -5.2523)
O (7.0106, -1.7653, -4.3459)
C (7.2207, -2.7393, -6.5422)
F (6.4732, -2.4771, -7.6163)
F (7.4997, -4.0401, -6.5582)
F (8.3621, -2.0836, -6.6863)
H (3.4202, -0.8832, -5.0010)
H (3.3323, -0.9143, -3.2268)
H (4.8105, -0.3826, -4.0475)
H (3.6418, -3.2118, -4.1096)
H (5.0665, -2.7461, -3.1974)


ORCA calculation (ωB97M-V with the def2-TZVPD basis set) on 2 unconnected molecules or ions with the total composition C9H14 at a distorted geometry.

## Properties
**Orbital gap**: 9.99 eV
**Spin multiplicity**: 1
**SMILES**: Cc1ccccc1.CC
**Relative energy (zero: lowest compared OMol25 entry of this formula, charge and spin)**: 0.891 eV

CARTESIAN COORDINATES (ANGSTROEM)
C (-0.9791, 1.9048, 0.4344)
C (0.9177, 0.7534, -0.6295)
C (-0.4486, 0.9309, -0.5887)
C (1.4892, -0.1675, -1.4939)
C (0.6819, -0.9237, -2.3395)
C (-1.2851, 0.1938, -1.4474)
C (-0.6951, -0.6797, -2.3580)
H (1.6353, 1.3214, -0.0483)
H (2.5274, -0.4551, -1.3971)
H (-0.9908, 2.9542, 0.0924)
H (-0.1427, 1.9338, 1.1336)
H (1.1887, -1.5729, -3.0382)
H (-2.3414, 0.3319, -1.6367)
H (-1.2126, -0.9411, -3.2756)
H (-1.9973, 1.7511, 0.7706)
C (0.6241, -0.6812, 3.7862)
C (-0.1507, -1.1952, 2.5908)
H (0.7284, -1.3917, 4.6082)
H (1.6591, -0.4849, 3.4862)
H (0.1681, 0.2232, 4.1862)
H (-0.7135, -0.4722, 1.9951)
H (-1.0132, -1.7878, 2.9020)
H (0.4011, -1.8845, 1.9694)


ORCA calculation (ωB97M-V with the def2-TZVPD basis set) on 2 unconnected molecules or ions with the total composition C4H5N3 at a distorted geometry.

## Properties
**Orbital gap**: 6.83 eV
**Spin multiplicity**: 1
**Relative energy (zero: lowest compared OMol25 entry of this formula, charge and spin)**: 5.268 eV

CARTESIAN COORDINATES (ANGSTROEM)
C (0.8884, -1.3051, 0.2190)
N (0.5128, 0.2664, 0.3153)
C (-0.5729, 0.9580, 0.2180)
C (-0.6252, 2.3759, 0.5470)
N (-0.7533, 3.4979, 0.8146)
C (-1.7421, -0.9711, -1.4714)
N (-0.6278, -1.1982, -1.7709)
H (1.1676, -1.4537, 1.2541)
H (1.7313, -1.3658, -0.4753)
H (0.1898, -2.0999, -0.0901)
H (1.3194, 0.8303, 0.6056)
H (-1.4880, 0.4653, -0.1659)


ORCA calculation (ωB97M-V with the def2-TZVPD basis set) on a molecular structure, C2H3OPS2 at a distorted geometry.

## Properties
**Orbital gap (alpha / beta)**: 7.09 / 7.11 eV
**Spin multiplicity**: 1
**Relative energy (zero: lowest compared OMol25 entry of this formula, charge and spin)**: 3.504 eV

CARTESIAN COORDINATES (ANGSTROEM)
C (-0.9245, -2.0489, 0.5980)
C (-0.3774, -1.0152, 0.2790)
O (0.0412, 0.3783, -1.8364)
P (0.6963, 0.2418, -0.3635)
S (3.5381, 0.1899, -0.1217)
S (-0.2934, 1.9132, 0.6237)
H (-1.2148, -3.0019, 0.8729)
H (-0.1667, -0.3620, -2.3924)
H (0.5045, 2.9774, 0.3671)


What calculated total energy values result from the calculations? In sequence: -6228.11825, -111631.17487, -79358.87708, -9559.29081, -8694.54388, -35125.31574 eV.